The following is a quantum chemistry calculation of H10O5 as an isolated structure at a distorted geometry, from the OMol25 dataset.

LUMO energy, eV: -0.43
Energy above the lowest of the compared OMol25 structures with the same formula, charge and spin, kJ/mol: 518.2
Kohn-Sham gap, eV: 10.8

Last column: natural (NBO) charge in e.
Cartesian coordinates (Å):
H: 0.31903 -1.24149 0.03462  0.497
H: 1.54664 -2.33980 0.77980  0.502
H: -1.57103 -0.63692 0.33309  0.506
H: -1.94006 -2.48187 0.26507  0.473
H: -0.22190 -0.07417 1.24200  0.479
H: -0.58907 1.40959 0.91097  0.515
H: 0.30225 1.99030 -0.61895  0.502
H: 1.12340 2.73074 0.44651  0.470
H: 0.07534 0.00145 -2.31131  0.482
H: 1.00231 -0.44148 -0.96636  0.495
O: 1.34805 -1.31604 0.48134  -1.029
O: -1.34905 -1.36786 -0.29331  -0.971
O: -1.01920 0.53497 1.24000  -0.986
O: 0.11016 2.72853 -0.03385  -0.946
O: 0.86313 0.50406 -1.50959  -0.989

Cartesian forces (eV/Å) of the 6 atoms listed first:
2.507 -1.829 2.006
-1.212 3.937 -1.428
-0.384 0.102 -0.018
2.687 5.176 -2.437
-1.033 1.177 0.618
-1.144 -1.197 0.470

=====

The following is a quantum chemistry calculation of C21H38N8O9PS2Tc as an isolated structure, from the OMol25 dataset.

Expectation value of S²: 3.7767
LUMO energy (alpha / beta), eV: -2.96 / -4.35
Kohn-Sham gap (alpha / beta), eV: 7.9 / 6.5
Spin multiplicity: 4
Net charge: +1

Last column: Mulliken spin population.
Cartesian coordinates (Å):
Tc: 0.73373 1.02324 -0.74381  1.936
O: 1.37109 2.44569 0.81287  -0.015
S: 0.59931 1.39752 1.58432  -0.004
O: 0.55432 1.47962 2.99498  0.004
O: 1.28240 0.12727 1.00527  -0.003
O: -0.71469 1.33947 0.83349  -0.006
C: -2.80872 -0.35892 3.13631  0.000
N: -2.76370 -1.81488 3.21948  0.000
C: -3.40137 -2.36463 4.40471  0.000
P: -1.72486 -2.70668 2.30892  0.001
O: -1.22922 -1.85020 1.18841  0.004
N: -0.42937 -3.33166 3.11360  0.000
C: -0.57589 -4.28421 4.20299  0.000
C: 0.84326 -2.61930 3.11967  -0.005
N: -2.60409 -4.06100 1.92394  0.001
C: -1.89765 -5.11693 1.20139  0.000
C: -3.94719 -3.84260 1.38751  -0.001
H: -3.85109 -0.03130 3.10065  0.000
H: -2.30005 -0.01413 2.24194  0.001
H: -2.33381 0.09562 4.01034  0.000
H: -4.43787 -2.02166 4.45657  0.000
H: -2.89266 -2.04493 5.31952  0.000
H: -3.40812 -3.45326 4.37051  0.000
H: -1.47991 -4.87651 4.07590  0.000
H: -0.61280 -3.78588 5.17716  0.000
H: 0.27995 -4.96292 4.20444  0.000
H: 0.85711 -1.86120 2.34314  0.003
H: 1.65701 -3.32717 2.93794  0.000
H: 1.01592 -2.13826 4.08739  0.000
H: -0.91559 -5.28613 1.63512  0.000
H: -1.76972 -4.87028 0.13976  0.000
H: -2.47295 -6.04075 1.26727  0.000
H: -4.51981 -3.18450 2.03489  0.000
H: -4.45918 -4.80271 1.32706  0.000
H: -3.92465 -3.40406 0.38186  0.000
O: -1.19627 0.81904 -3.66266  0.041
C: -0.91764 2.00074 -3.17034  0.001
O: -0.13736 2.21582 -2.23827  -0.018
C: -1.63511 3.11869 -3.81597  0.014
C: -2.32028 2.94555 -5.01615  0.001
C: -2.97191 4.01934 -5.59933  -0.001
C: -2.95008 5.26381 -4.98713  0.002
C: -2.26420 5.40487 -3.79387  -0.001
C: -1.59978 4.35995 -3.18787  0.002
N: -2.23461 6.73102 -3.13895  0.000
O: -1.64719 6.81304 -2.08256  0.000
O: -2.83520 7.62956 -3.68372  0.000
H: -2.33902 1.97519 -5.49106  0.003
H: -3.49934 3.89046 -6.53364  0.000
H: -3.45071 6.11922 -5.41623  0.000
H: -1.07757 4.51076 -2.25514  -0.002
N: -0.98556 -1.42864 -1.31454  0.468
C: -1.63736 -2.11735 -2.30140  -0.075
C: -1.35562 -1.57136 -3.49898  0.256
C: -0.46229 -0.41144 -3.22953  0.046
N: -0.23374 -0.46107 -1.82111  0.338
H: -1.06106 -1.60545 -0.24162  -0.070
H: -2.26097 -2.95604 -2.04119  -0.012
H: -1.71515 -1.86804 -4.46785  0.005
H: 0.47697 -0.37807 -3.78720  0.029
C: 6.11398 3.57341 0.16716  0.000
C: 4.59950 3.50527 0.28457  0.002
N: 3.97473 2.71483 -0.77309  -0.001
C: 3.78033 1.40693 -0.73805  -0.014
S: 2.74655 0.68933 -1.95819  0.065
N: 4.34017 0.66925 0.20211  -0.006
C: 4.15137 -0.77392 0.38881  0.014
C: 5.10059 -1.59332 -0.46491  -0.003
H: 6.52127 4.17589 0.97804  0.000
H: 6.40997 4.02755 -0.77747  0.000
H: 6.57358 2.58519 0.21829  0.000
H: 4.15679 4.49810 0.23134  0.000
H: 4.27833 3.09777 1.24708  0.000
H: 3.50414 3.19633 -1.52215  0.000
H: 4.90228 1.14468 0.89186  0.000
H: 3.10905 -1.00631 0.18445  -0.006
H: 4.31702 -0.96071 1.44958  0.003
H: 4.93515 -1.39905 -1.52430  0.002
H: 4.93657 -2.65556 -0.28519  0.000
H: 6.14055 -1.36696 -0.22912  0.000

Cartesian forces (eV/Å) of the 6 atoms listed first:
0.048 0.159 0.157
0.071 0.010 -0.128
-0.175 -0.134 -0.071
0.055 0.051 0.001
-0.040 -0.030 0.113
-0.037 0.007 0.024

=====

| no. | calculated total energy (eV) |
| --- | --- |
| 1 | -10395.4785 |
| 2 | -85893.8766 |